# 1
{"formula": "C28H77N7O7", "method": "ωB97M-V/def2-TZVPD", "symbols": ["C", "O", "C", "C", "C", "N", "H", "H", "H", "H", "H", "H", "H", "H", "H", "H", "H", "C", "O", "C", "C", "C", "N", "H", "H", "H", "H", "H", "H", "H", "H", "H", "H", "H", "C", "O", "C", "C", "C", "N", "H", "H", "H", "H", "H", "H", "H", "H", "H", "H", "H", "C", "O", "C", "C", "C", "N", "H", "H", "H", "H", "H", "H", "H", "H", "H", "H", "H", "C", "O", "C", "C", "C", "N", "H", "H", "H", "H", "H", "H", "H", "H", "H", "H", "H", "C", "O", "C", "C", "C", "N", "H", "H", "H", "H", "H", "H", "H", "H", "H", "H", "H", "C", "O", "C", "C", "C", "N", "H", "H", "H", "H", "H", "H", "H", "H", "H", "H", "H"], "positions_angstrom": [[-4.252, -0.912, 0.028], [-3.587, -1.028, -1.224], [-4.490, -0.765, -2.317], [-3.678, -0.316, -3.523], [-4.506, 0.272, -4.685], [-2.882, -1.375, -4.144], [-5.012, -1.698, -0.001], [-4.624, 0.106, 0.165], [-3.567, -1.128, 0.848], [-5.118, -1.631, -2.538], [-5.156, 0.045, -2.007], [-2.987, 0.461, -3.169], [-3.949, 0.642, -5.543], [-5.139, 1.103, -4.359], [-5.146, -0.533, -5.055], [-2.108, -1.509, -3.491], [-2.431, -1.067, -4.995], [1.199, -1.736, 1.773], [0.802, -1.370, 0.467], [0.004, -0.188, 0.494], [-0.380, 0.299, -0.888], [-1.270, 1.535, -0.853], [-0.896, -0.743, -1.799], [0.360, -2.154, 2.345], [1.554, -0.878, 2.343], [1.890, -2.557, 1.573], [-0.889, -0.334, 1.123], [0.569, 0.592, 1.019], [0.603, 0.590, -1.298], [-1.057, 2.111, 0.047], [-2.316, 1.227, -0.820], [-1.130, 2.149, -1.741], [-1.857, -0.883, -1.427], [-0.434, -1.560, -1.404], [0.197, 3.536, 2.399], [-1.015, 2.834, 2.219], [-1.941, 3.015, 3.254], [-3.206, 2.299, 2.785], [-3.816, 2.925, 1.541], [-4.206, 2.358, 3.855], [0.524, 3.517, 3.446], [0.046, 4.607, 2.228], [1.043, 3.173, 1.820], [-1.640, 2.674, 4.252], [-2.206, 4.069, 3.417], [-2.971, 1.245, 2.587], [-4.157, 3.936, 1.777], [-4.686, 2.323, 1.267], [-3.176, 3.018, 0.667], [-4.022, 1.707, 4.606], [-5.092, 2.119, 3.426], [-0.359, 3.581, -4.207], [0.706, 4.501, -4.197], [1.497, 4.498, -3.036], [2.813, 5.245, -3.221], [3.744, 4.573, -4.228], [3.595, 5.480, -1.980], [0.062, 2.591, -4.012], [-0.955, 3.624, -5.116], [-1.101, 3.844, -3.440], [1.005, 4.920, -2.153], [1.726, 3.456, -2.780], [2.593, 6.259, -3.564], [4.034, 3.539, -4.017], [4.746, 4.995, -4.352], [3.289, 4.613, -5.221], [4.430, 5.991, -2.242], [3.976, 4.568, -1.730], [-3.169, -5.294, 0.513], [-2.165, -5.414, -0.460], [-1.388, -4.216, -0.583], [0.006, -4.646, -0.969], [0.750, -5.312, 0.188], [0.750, -3.449, -1.386], [-4.010, -4.665, 0.192], [-2.930, -4.963, 1.529], [-3.652, -6.259, 0.684], [-1.958, -3.629, -1.311], [-1.280, -3.584, 0.310], [0.054, -5.336, -1.814], [1.740, -5.642, -0.135], [0.257, -6.233, 0.521], [0.834, -4.731, 1.109], [1.700, -3.716, -1.607], [0.762, -2.741, -0.636], [4.305, -3.291, -1.741], [3.669, -2.656, -2.838], [3.414, -1.291, -2.544], [2.744, -0.581, -3.734], [2.817, 0.939, -3.606], [1.296, -0.900, -3.814], [3.700, -3.298, -0.830], [5.210, -2.721, -1.500], [4.583, -4.301, -2.031], [2.885, -1.097, -1.606], [4.399, -0.811, -2.442], [3.203, -0.930, -4.659], [2.509, 1.422, -2.676], [2.336, 1.442, -4.443], [3.873, 1.236, -3.655], [0.791, -0.439, -3.066], [1.214, -1.882, -3.553], [2.435, -2.317, 8.766], [2.930, -1.650, 7.628], [2.052, -0.688, 7.118], [2.462, -0.243, 5.717], [1.643, 0.936, 5.207], [2.333, -1.349, 4.770], [2.352, -1.639, 9.624], [3.132, -3.134, 8.933], [1.406, -2.677, 8.649], [1.005, -1.017, 7.137], [2.092, 0.217, 7.740], [3.533, -0.014, 5.783], [1.678, 1.841, 5.815], [0.582, 0.663, 5.223], [1.830, 1.127, 4.151], [2.645, -2.170, 5.291], [3.042, -1.298, 4.044]], "total_energy_ev": -55043.24041, "de_lowest_kj_mol": 182.8, "orbital_gap_ev": 8.88}

=====

# 2
{"formula": "C28H78N2O12", "method": "ωB97M-V/def2-TZVPD", "symbols": ["C", "O", "C", "C", "N", "C", "C", "O", "C", "H", "H", "H", "H", "H", "H", "H", "H", "H", "H", "H", "H", "H", "H", "H", "C", "O", "C", "C", "N", "C", "C", "O", "C", "H", "H", "H", "H", "H", "H", "H", "H", "H", "H", "H", "H", "H", "H", "H", "C", "C", "O", "H", "H", "H", "H", "H", "H", "C", "C", "O", "H", "H", "H", "H", "H", "H", "C", "C", "O", "H", "H", "H", "H", "H", "H", "C", "C", "O", "H", "H", "H", "H", "H", "H", "C", "C", "O", "H", "H", "H", "H", "H", "H", "C", "C", "O", "H", "H", "H", "H", "H", "H", "C", "C", "O", "H", "H", "H", "H", "H", "H", "C", "C", "O", "H", "H", "H", "H", "H", "H"], "positions_angstrom": [[-27.699, -15.801, -11.978], [-27.499, -16.656, -10.873], [-27.191, -15.948, -9.691], [-27.525, -16.845, -8.492], [-27.728, -16.136, -7.239], [-26.457, -15.732, -6.617], [-26.773, -14.776, -5.489], [-27.009, -13.523, -6.062], [-27.253, -12.516, -5.077], [-27.656, -16.372, -12.904], [-26.926, -15.022, -12.057], [-28.670, -15.291, -11.918], [-27.800, -15.032, -9.612], [-26.137, -15.645, -9.725], [-26.718, -17.567, -8.335], [-28.403, -17.418, -8.800], [-28.194, -15.260, -7.468], [-25.854, -15.174, -7.349], [-25.863, -16.581, -6.279], [-25.963, -14.693, -4.746], [-27.683, -15.081, -4.955], [-26.335, -12.328, -4.502], [-28.003, -12.873, -4.367], [-27.567, -11.603, -5.571], [-31.225, -18.394, -5.712], [-31.052, -17.947, -4.387], [-30.250, -16.794, -4.322], [-29.897, -16.538, -2.865], [-29.164, -17.591, -2.204], [-27.823, -17.744, -2.752], [-27.032, -18.741, -1.931], [-27.896, -19.793, -1.568], [-27.182, -20.901, -1.080], [-30.252, -18.595, -6.184], [-31.754, -17.676, -6.355], [-31.806, -19.313, -5.688], [-30.801, -15.923, -4.704], [-29.334, -16.963, -4.903], [-30.806, -16.300, -2.301], [-29.334, -15.596, -2.821], [-29.642, -18.477, -2.336], [-27.363, -16.757, -2.656], [-27.778, -18.050, -3.804], [-26.651, -18.266, -1.016], [-26.202, -19.099, -2.552], [-26.634, -21.384, -1.901], [-27.873, -21.578, -0.594], [-26.388, -20.572, -0.393], [-26.035, -17.675, 2.983], [-25.482, -18.218, 4.253], [-24.089, -18.547, 4.077], [-26.163, -18.386, 2.167], [-25.381, -16.872, 2.629], [-27.003, -17.189, 3.122], [-26.023, -19.029, 4.743], [-25.504, -17.404, 4.993], [-23.895, -19.373, 4.525], [-24.024, -10.500, 1.525], [-24.512, -10.570, 2.932], [-23.457, -11.115, 3.741], [-24.817, -10.057, 0.905], [-23.816, -11.500, 1.163], [-23.197, -9.803, 1.402], [-25.367, -11.257, 3.010], [-24.885, -9.613, 3.311], [-23.758, -11.642, 4.483], [-25.312, -13.527, -0.279], [-25.892, -14.905, -0.301], [-27.233, -14.824, -0.802], [-25.365, -12.986, -1.222], [-24.295, -13.551, 0.116], [-25.894, -12.906, 0.412], [-25.925, -15.333, 0.707], [-25.332, -15.601, -0.925], [-27.668, -15.669, -0.587], [-23.273, -11.244, -2.670], [-23.040, -9.893, -2.072], [-22.629, -8.996, -3.112], [-24.083, -11.184, -3.413], [-23.567, -12.006, -1.958], [-22.448, -11.520, -3.330], [-22.284, -9.954, -1.275], [-23.931, -9.463, -1.596], [-22.636, -8.106, -2.750], [-30.333, -11.314, -1.410], [-29.758, -12.719, -1.468], [-28.446, -12.641, -1.982], [-31.270, -11.261, -0.852], [-30.490, -10.898, -2.406], [-29.648, -10.625, -0.904], [-30.379, -13.280, -2.182], [-29.758, -13.181, -0.476], [-27.984, -13.465, -1.736], [-29.270, -15.329, 1.941], [-29.511, -16.412, 0.936], [-28.272, -17.042, 0.631], [-29.251, -15.737, 2.958], [-30.046, -14.566, 1.940], [-28.283, -14.891, 1.788], [-29.990, -16.055, 0.016], [-30.197, -17.196, 1.279], [-28.471, -17.666, -0.090], [-23.655, -17.016, -4.383], [-22.374, -17.707, -3.951], [-21.291, -16.944, -4.429], [-24.550, -17.491, -3.989], [-23.693, -17.027, -5.479], [-23.623, -15.969, -4.089], [-22.334, -18.759, -4.246], [-22.400, -17.706, -2.847], [-20.489, -17.333, -4.064], [-23.297, -14.459, 2.910], [-22.438, -15.695, 2.627], [-22.194, -16.462, 3.784], [-23.017, -14.089, 3.896], [-24.377, -14.650, 2.916], [-23.122, -13.663, 2.186], [-21.494, -15.294, 2.239], [-22.848, -16.315, 1.821], [-22.831, -17.194, 3.792]], "total_energy_ev": -57846.70406, "de_lowest_kj_mol": 0.0, "orbital_gap_ev": 9.29}